1.
17
Properties=species:S:1:pos:R:3 method="wB97M-V/def2-TZVPD" homo_energy_ev=-8.7 fmax_ev_per_a=15.364 de_lowest_kj_mol=492.1 homo_lumo_gap_ev=9.35 total_charge=0 smiles="[H]/N=C(/N)N(N)/C=N/C"
H -1.55978 1.13383 -2.43429
C 2.44328 -1.36048 1.19613
N 1.75912 -0.32426 0.49720
H -0.15642 -0.96975 0.94712
N 0.39589 1.05495 -1.30572
H -3.25136 0.46711 0.74062
H -1.84590 0.25952 1.57039
H 3.31741 -1.76301 0.60502
H -0.06005 0.97193 -2.45243
C 0.50686 -0.42801 0.30985
H 1.64301 -2.13475 1.62989
N -2.33921 1.06156 -1.61348
H 0.25756 2.08789 -1.10790
N -2.31845 0.15740 0.57560
C -1.67859 0.48252 -0.61974
H 3.14276 -1.04914 2.05423
N -0.25612 0.35271 -0.59249



2.
6
Properties=species:S:1:pos:R:3 method="wB97M-V/def2-TZVPD" homo_energy_ev=-9.4 fmax_ev_per_a=4.815 de_lowest_kj_mol=385.4 homo_lumo_gap_ev=9.20 total_charge=0
H 0.87225 -0.05111 -1.95863
H -0.71162 -0.31877 2.40874
N -1.10497 0.09608 -0.07845
H 1.04826 0.27465 0.76570
P -0.24614 -0.02422 1.07254
H 0.14222 0.02337 -2.20990



3.
18
Properties=species:S:1:pos:R:3 method="wB97M-V/def2-TZVPD" homo_energy_ev=-8.0 fmax_ev_per_a=5.668 de_lowest_kj_mol=602.2 homo_lumo_gap_ev=8.68 total_charge=0
H -3.87093 -0.26324 -0.51131
O 0.82692 1.58441 0.11284
C 0.81205 -0.77174 1.09049
H 0.21133 -0.52781 1.99999
C -3.38801 0.48851 0.21174
C 0.39937 -0.88221 -0.33148
O -1.97371 -0.12159 0.22081
H 0.66062 -1.58448 -1.10289
H -3.84966 0.31741 1.10969
C 1.29544 0.25376 0.05300
C 2.69572 0.07030 -0.52230
H 3.09717 1.02598 -0.53896
H 1.58182 -1.54714 1.25704
H 2.67939 -0.38552 -1.46476
H -3.33604 1.50700 -0.19870
C -1.41743 -0.41695 -0.90452
H 0.33563 1.78815 -0.62574
H 3.24032 -0.53484 0.14506



4.
43
Properties=species:S:1:pos:R:3 method="wB97M-V/def2-TZVPD" homo_energy_ev="-10.6 / -10.6" fmax_ev_per_a=0.853 de_lowest_kj_mol=30.9 homo_lumo_gap_ev="5.53 / 5.54" total_charge=+1
H 0.64382 6.52641 -2.68184
Mo 0.25004 -0.20195 0.01566
C 0.30019 5.68230 -3.27639
S -0.92186 0.63174 -3.98914
C -3.30879 -4.05860 2.08172
C 3.39560 1.85829 0.08851
C -1.99211 -2.35644 0.97761
H 1.13606 5.27536 -3.83914
H 4.66832 -0.78122 1.44046
H 1.84321 0.24618 3.44985
C -0.78307 -1.61783 0.91498
C -0.38307 1.84158 -2.85411
H 3.89071 -1.37474 -0.01927
C -2.11284 -3.31984 1.99773
C -3.04162 -2.13261 0.07991
C -4.20272 -2.85625 0.17436
H 3.64564 1.58176 -0.93548
S 0.62628 1.43222 -1.48760
H 3.27021 1.25155 3.27537
C -4.32453 -3.82580 1.18560
C 2.30969 1.00243 2.81610
H -5.02110 -2.69544 -0.51362
C 0.23308 -1.80618 1.80497
C -1.02561 -3.50300 2.91400
H 4.32893 2.09000 0.60954
Si 2.56449 0.46921 1.02532
C 3.69998 -1.04097 1.00411
C -0.68981 3.12745 -3.13260
H 3.32489 -1.89967 1.56365
S -1.61872 3.38444 -4.58462
H -5.24109 -4.39557 1.25364
H 1.68873 1.90103 2.86790
C 0.12524 -2.77545 2.84430
C -1.71293 1.71974 -5.10992
I -2.64672 -0.69575 -1.34585
S -2.43652 1.22888 -6.46891
H 1.16117 -1.21293 1.73627
H -3.42159 -4.80500 2.85676
H -0.48067 6.03170 -3.94779
H 2.79686 2.76710 0.05520
H 0.93205 -2.92379 3.54679
S -0.33214 4.47843 -2.08530
H -1.13770 -4.24877 3.69128



5.
13
Properties=species:S:1:pos:R:3 method="wB97M-V/def2-TZVPD" homo_energy_ev="-9.4 / -8.7" fmax_ev_per_a=3.363 de_lowest_kj_mol=467.1 homo_lumo_gap_ev="8.78 / 7.29" total_charge=0
N 1.65894 -0.32710 0.68771
C -1.95106 0.15576 -0.28226
C -0.49984 0.22588 0.08565
H -2.11291 -0.65379 -0.98832
C 2.65770 -0.11465 -0.08220
H 0.05250 -1.66242 0.98103
H -2.29534 1.09147 -0.71649
N 3.63132 0.12511 -0.66439
C 0.17791 1.31437 0.37001
C 0.39590 -0.95908 0.21716
H 0.30873 2.35504 0.50376
H 0.51775 -1.51032 -0.72416
H -2.54161 -0.04026 0.61249



6.
16
Properties=species:S:1:pos:R:3 method="wB97M-V/def2-TZVPD" homo_energy_ev=-9.6 fmax_ev_per_a=0.355 de_lowest_kj_mol=69.6 homo_lumo_gap_ev=10.45 total_charge=0 smiles="CC1(C)CNC1=O"
H 0.11008 0.64254 -2.19778
H 0.89304 -0.89790 -1.86339
C -0.10098 0.03656 -0.15752
C 1.19359 0.64604 0.42572
H -1.38204 1.14685 1.20061
O 1.92109 1.55923 0.12452
C 0.13078 -1.08979 0.90250
H -2.25658 0.39354 -0.14625
C 0.01046 -0.29339 -1.63896
H -1.25722 1.84340 -0.42673
H -0.68058 -1.24326 1.62059
H 1.93540 -0.48871 2.11805
H -0.87633 -0.81523 -2.01333
H 0.45142 -2.05442 0.49604
N 1.23256 -0.28887 1.42184
C -1.32468 0.90341 0.13409



7.
21
Properties=species:S:1:pos:R:3 method="wB97M-V/def2-TZVPD" homo_energy_ev=-13.3 fmax_ev_per_a=5.797 de_lowest_kj_mol=433.9 homo_lumo_gap_ev=10.24 total_charge=+1
H 0.06233 0.87493 1.56317
H 0.27294 -2.47429 0.28939
H -2.49116 -0.26701 0.92661
H -3.13864 0.87847 -0.31546
O -0.82172 1.84469 0.29405
H -1.04509 0.77539 -1.47095
H -0.64779 -1.78561 -0.95656
N 0.56886 -0.02807 1.47621
C 1.85365 -0.06248 -0.92407
O 2.68333 0.18307 0.19252
H 3.28640 0.82110 -0.05648
H 1.79394 0.76798 -1.55491
C 0.14992 -0.34941 0.06255
H 1.53601 -0.09496 1.30934
H -2.49667 -0.60628 -0.88451
H -0.09478 2.23800 -0.17495
N -0.34390 -1.65635 -0.07502
H 1.94853 -1.08856 -1.31798
C -0.99617 0.66416 -0.35354
C -2.33989 0.07571 -0.14584
H 0.25993 -0.71047 2.11644



8.
14
Properties=species:S:1:pos:R:3 method="wB97M-V/def2-TZVPD" homo_energy_ev=-8.4 fmax_ev_per_a=1.348 de_lowest_kj_mol=157.9 homo_lumo_gap_ev=9.50 total_charge=0 smiles="C=CN.C=C"
H -0.02730 0.09689 0.50573
H 1.68443 2.46946 1.46455
C -0.58104 -2.79706 -0.52251
H 0.97745 3.60817 -0.41713
C 0.63168 0.71388 1.13877
H -0.49077 -3.22069 0.45038
H 0.00947 -3.26744 -1.33767
H -1.72336 -1.53501 -1.78378
C 1.05412 1.91479 0.72851
H -0.01855 2.40484 -1.00955
N 0.85237 2.59156 -0.50322
H -2.00661 -1.35003 0.07553
C -1.49195 -1.85800 -0.75978
H 1.13007 0.22864 1.97016